No. 1
DFT (the ωB97M-V functional and the def2-TZVPD basis) results for a molecular structure, C32H34BBrN10O5SW at a distorted geometry.

## Properties
- HOMO level (alpha / beta) (eV) = -7.36 / -7.78
- energy (hartree) = -5227.8364
- multiplicity = 3

Positions of all 85 atoms, in Å:
W1 -0.56 0.07 -0.34
C1 -0.94 -3.15 1.67
C2 0.40 -2.90 1.07
C3 1.45 -3.83 1.04
C4 2.50 -3.19 0.42
C5 3.86 -3.71 0.11
N1 2.09 -1.95 0.10
N2 0.79 -1.76 0.49
B1 2.96 -0.82 -0.49
N3 2.91 0.39 0.45
N4 1.72 0.83 0.93
C6 2.01 1.56 2.00
C7 1.02 2.11 2.98
C8 3.40 1.64 2.18
C9 3.94 0.86 1.18
C10 5.37 0.52 0.92
N5 2.39 -0.50 -1.87
N6 1.06 -0.61 -2.08
C11 0.88 -0.59 -3.40
C12 -0.44 -0.78 -4.09
C13 2.11 -0.44 -4.05
C14 3.05 -0.39 -3.03
C15 4.53 -0.23 -3.11
H1 -0.82 -3.43 2.72
H2 -1.43 -3.99 1.17
H3 -1.60 -2.30 1.63
H4 1.44 -4.84 1.43
H5 3.90 -4.77 0.35
H6 4.63 -3.20 0.69
H7 4.11 -3.58 -0.94
H8 4.09 -1.19 -0.59
H9 0.09 1.55 2.94
H10 0.83 3.17 2.79
H11 1.44 2.03 3.98
H12 3.94 2.18 2.94
H13 6.00 1.12 1.58
H14 5.66 0.72 -0.11
H15 5.57 -0.53 1.12
H16 -1.26 -0.81 -3.39
H17 -0.42 -1.71 -4.65
H18 -0.62 0.03 -4.80
H19 2.29 -0.37 -5.11
H20 4.82 -0.06 -4.14
H21 5.05 -1.12 -2.75
H22 4.87 0.61 -2.51
O1 -3.21 1.32 2.14
S1 -2.74 0.22 1.35
O2 -3.36 -1.06 1.60
O3 -2.67 0.51 -0.16
O4 -1.18 0.06 1.54
Br1 -7.50 2.42 2.28
C16 -6.60 3.47 1.00
C17 -6.54 4.84 1.16
C18 -5.90 5.61 0.20
C19 -5.29 5.00 -0.89
C20 -5.36 3.62 -1.04
C21 -6.02 2.85 -0.10
N7 -4.79 5.92 -1.91
N8 -3.90 5.60 -2.71
C22 -2.98 4.51 -2.47
C23 -2.64 3.77 -3.56
C24 -1.86 2.60 -3.45
C25 -1.39 2.23 -2.22
O5 -0.73 1.11 -1.98
C26 -1.62 3.06 -1.08
N9 -1.07 2.62 0.09
C27 -1.36 3.30 1.16
C28 -2.03 4.55 1.14
C29 -2.51 5.03 -0.04
C30 -2.40 4.22 -1.20
H23 -7.00 5.31 2.02
H24 -5.84 6.68 0.30
H25 -4.92 3.14 -1.90
H26 -6.08 1.78 -0.22
H27 -3.08 4.05 -4.51
H28 -1.65 1.99 -4.32
H29 -1.05 2.89 2.11
H30 -2.16 5.09 2.06
H31 -2.98 6.00 -0.08
C31 -3.56 -3.08 -1.47
C32 -2.30 -2.38 -1.30
N10 -1.47 -1.62 -1.04
H32 -3.46 -4.15 -1.31
H33 -3.94 -2.90 -2.48
H34 -4.23 -2.64 -0.73

=====

No. 2
DFT (the ωB97M-V functional and the def2-TZVPD basis) results for a molecular structure, C32H34BMnN6O6Se at a distorted geometry.

## Properties
- HOMO level (alpha / beta) (eV) = -11.04 / -10.83
- energy (hartree) = -5597.0908
- net charge = +1
- multiplicity = 2

Positions of all 81 atoms, in Å:
Mn1 -0.92 -0.94 -0.21
C1 2.59 -2.10 0.99
C2 1.64 -1.25 1.75
N1 0.45 -0.85 1.35
C3 -0.08 -0.09 2.36
C4 0.80 -0.03 3.40
N2 1.89 -0.76 2.99
C5 0.80 0.56 4.76
O1 -0.27 1.24 5.12
O2 1.76 0.39 5.47
C6 -1.44 0.49 2.18
O3 -1.96 1.14 3.09
O4 -1.96 0.21 1.05
H1 2.07 -2.56 0.16
H2 3.00 -2.89 1.63
H3 3.42 -1.52 0.60
H4 2.71 -0.88 3.56
H5 -0.95 1.26 4.38
C7 2.96 2.14 -1.29
C8 1.83 1.47 -0.50
C9 0.62 2.36 -0.36
C10 0.77 3.57 0.30
C11 -0.28 4.46 0.42
C12 -1.50 4.16 -0.15
C13 -1.71 2.96 -0.82
C14 -3.07 2.74 -1.43
C15 -3.09 2.94 -2.95
C16 -0.64 2.04 -0.89
N3 -0.74 0.71 -1.38
C17 -1.64 0.10 -2.07
C18 -1.39 -1.32 -2.36
C19 -2.24 -2.34 -2.69
C20 -1.49 -3.54 -2.74
C21 -0.20 -3.22 -2.42
N4 -0.10 -1.86 -2.14
H6 3.79 1.44 -1.43
H7 3.35 3.01 -0.77
H8 2.61 2.46 -2.27
H9 2.19 1.20 0.50
H10 1.57 0.53 -0.99
H11 1.74 3.81 0.74
H12 -0.14 5.39 0.96
H13 -2.32 4.86 -0.07
H14 -3.75 3.47 -0.98
H15 -3.47 1.77 -1.13
H16 -2.93 4.00 -3.19
H17 -4.04 2.64 -3.38
H18 -2.29 2.39 -3.46
H19 -2.58 0.49 -2.41
H20 -3.31 -2.24 -2.83
H21 -1.86 -4.52 -2.96
H22 0.68 -3.84 -2.36
C22 -0.22 -3.67 3.42
N5 -1.41 -2.84 3.47
C23 -1.92 -2.27 4.63
C24 -3.05 -1.63 4.29
N6 -3.24 -1.82 2.93
C25 -4.36 -1.27 2.17
C26 -2.23 -2.55 2.44
Se1 -1.99 -3.06 0.65
H23 -0.45 -4.66 3.79
H24 0.55 -3.21 4.03
H25 0.10 -3.73 2.38
H26 -1.41 -2.37 5.57
H27 -3.74 -1.04 4.87
H28 -5.19 -1.14 2.86
H29 -4.63 -1.98 1.40
H30 -4.07 -0.32 1.73
O5 2.38 -1.59 -2.24
B1 1.12 -1.16 -2.59
O6 1.12 -0.09 -3.45
C27 2.47 0.20 -3.61
C28 3.03 1.21 -4.36
C29 4.42 1.27 -4.34
C30 5.19 0.37 -3.62
C31 4.60 -0.65 -2.87
C32 3.23 -0.70 -2.89
H31 2.42 1.91 -4.92
H32 4.92 2.04 -4.91
H33 6.26 0.45 -3.63
H34 5.19 -1.36 -2.30

=====

No. 3
DFT (the ωB97M-V functional and the def2-TZVPD basis) results for a molecular structure, C32H34Cl8N6OSeTa.

## Properties
- HOMO level (eV) = -16.45
- energy (hartree) = -7782.6821
- net charge = +3

Positions of all 83 atoms, in Å:
Ta1 0.97 2.49 -0.09
Cl1 5.67 3.73 5.29
C1 4.82 3.52 3.83
C2 3.44 3.29 3.88
C3 2.81 3.13 2.68
Cl2 1.07 2.83 2.59
C4 3.46 3.18 1.46
O1 2.71 3.02 0.33
C5 4.83 3.42 1.42
Cl3 5.64 3.49 -0.08
C6 5.50 3.58 2.62
H1 2.92 3.26 4.83
H2 6.57 3.76 2.62
Cl4 1.34 1.59 -3.79
C7 0.89 3.17 -3.29
C8 0.73 3.44 -1.92
C9 0.39 4.76 -1.58
Cl5 0.21 5.05 0.16
C10 0.20 5.79 -2.47
Cl6 -0.20 7.35 -1.95
C11 0.36 5.47 -3.84
Cl7 0.14 6.68 -4.99
C12 0.70 4.16 -4.24
Cl8 0.88 3.82 -5.90
C13 -4.29 -0.52 -1.73
C14 -5.02 -0.06 -0.47
C15 -4.78 -0.99 0.71
C16 -4.70 1.39 -0.13
N1 -3.26 1.60 0.17
C17 -2.26 1.84 -0.65
N2 -1.16 1.95 0.09
N3 -1.55 1.79 1.39
N4 -2.80 1.57 1.44
H3 -4.64 -1.51 -2.03
H4 -3.21 -0.62 -1.55
H5 -4.45 0.15 -2.57
H6 -6.09 -0.05 -0.69
H7 -3.71 -1.04 0.96
H8 -5.10 -2.00 0.46
H9 -5.32 -0.67 1.60
H10 -5.22 1.73 0.76
H11 -4.94 2.06 -0.96
H12 -2.33 1.94 -1.72
C18 3.49 -0.94 2.94
C19 2.61 -2.14 2.59
C20 1.22 -2.06 3.22
C21 0.31 -1.01 2.59
N5 -0.13 -1.40 1.23
C22 0.37 -1.03 0.05
Se1 1.85 0.17 -0.17
N6 -0.20 -1.71 -0.94
C23 0.19 -1.69 -2.37
C24 1.50 -2.43 -2.63
C25 1.47 -3.92 -2.30
C26 0.63 -4.75 -3.27
C27 -1.13 -2.59 -0.37
C28 -2.00 -3.52 -0.95
C29 -2.77 -4.26 -0.08
C30 -2.69 -4.08 1.32
C31 -1.85 -3.15 1.89
C32 -1.06 -2.41 1.00
H13 4.47 -1.03 2.47
H14 3.65 -0.88 4.02
H15 3.05 0.01 2.62
H16 3.09 -3.06 2.92
H17 2.52 -2.25 1.50
H18 1.31 -1.81 4.28
H19 0.72 -3.03 3.19
H20 0.82 -0.05 2.51
H21 -0.59 -0.85 3.17
H22 0.24 -0.64 -2.67
H23 -0.63 -2.14 -2.91
H24 2.31 -1.94 -2.08
H25 1.73 -2.29 -3.69
H26 1.12 -4.07 -1.27
H27 2.50 -4.29 -2.31
H28 -0.43 -4.50 -3.23
H29 0.72 -5.81 -3.05
H30 0.97 -4.60 -4.30
H31 -2.07 -3.67 -2.02
H32 -3.45 -5.00 -0.47
H33 -3.31 -4.69 1.96
H34 -1.79 -3.02 2.96

=====

Which energy above the lowest of the compared OMol25 structures with the same formula, charge and spin belongs to each record? In order, 1.544; 0.000; 0.000 eV.